{
  "formula": "C29H39Br2ClF4O2Si2",
  "method": "wB97M-V/def2-TZVPD",
  "lumo_energy_ha": 0.01606,
  "orbital_gap_ev": 9.65,
  "e_tot_ev": -214036.8160,
  "mol_weight_g_mol": 747.1,
  "symbols": ["C", "C", "C", "O", "Si", "O", "Si", "C", "C", "F", "C", "Br", "C", "C", "Br", "C", "Cl", "C", "C", "H", "H", "H", "H", "H", "H", "H", "H", "H", "H", "H", "H", "H", "H", "H", "H", "H", "H", "H", "H", "H", "H", "H", "H", "F", "C", "C", "C", "C", "C", "C", "H", "H", "H", "H", "H", "F", "C", "C", "C", "C", "C", "C", "H", "H", "H", "H", "H", "F", "C", "C", "C", "C", "C", "C", "H", "H", "H", "H", "H"],
  "xyz": [[-2.531669, -2.066861, 0.514010], [-1.095952, -2.592133, 0.360942], [-0.284291, -2.168934, 1.553608], [0.915236, -2.951753, 1.692287], [2.212240, -2.412601, 0.827243], [3.254149, -1.753487, 1.944656], [4.444850, -0.683082, 1.493346], [3.841762, 0.771850, 0.467892], [4.801891, 1.155752, -0.639365], [4.594160, 2.487627, -0.991260], [5.164757, 0.053619, 3.091204], [4.926650, -1.151052, 4.607063], [6.607258, 0.560012, 2.866568], [7.570329, 0.353794, 3.995348], [6.481224, 2.516607, 2.603463], [2.976627, -3.864161, -0.149901], [1.892388, -5.297358, 0.038608], [4.417836, -4.238564, 0.205008], [5.371087, -3.827394, -0.921396], [-2.982152, -1.818276, -0.435014], [-2.480874, -1.141563, 1.077212], [-3.120775, -2.775519, 1.079338], [-0.698731, -2.158441, -0.550579], [-1.074020, -3.668795, 0.267756], [-0.882493, -2.253848, 2.450093], [-0.025586, -1.116225, 1.445898], [1.713679, -1.412265, -0.132889], [5.587526, -1.347469, 0.825756], [3.775655, 1.627657, 1.129247], [2.855425, 0.641380, 0.039457], [4.614819, 0.548698, -1.515349], [5.826876, 1.050241, -0.299131], [4.554997, 0.910251, 3.310638], [7.021500, 0.178180, 1.948767], [7.223124, 0.843779, 4.887990], [7.744056, -0.696818, 4.175443], [8.513431, 0.816205, 3.733602], [2.889304, -3.614064, -1.193127], [4.455223, -5.315261, 0.239912], [4.727192, -3.830033, 1.156052], [6.316361, -4.343860, -0.859345], [5.540441, -2.756622, -0.879925], [4.903966, -4.016705, -1.874354], [-4.409886, 0.855413, -0.184487], [-5.442421, 0.475144, -0.963099], [-6.215119, -0.598000, -0.569298], [-7.280903, -0.986478, -1.367459], [-7.552362, -0.306315, -2.545795], [-6.758767, 0.767582, -2.925123], [-5.695985, 1.168064, -2.128988], [-5.981400, -1.118981, 0.350492], [-7.900301, -1.820691, -1.066979], [-8.382777, -0.612468, -3.167227], [-6.967427, 1.297122, -3.844626], [-5.070473, 2.007069, -2.402938], [1.636623, 5.824081, -5.554702], [2.843589, 5.270281, -5.322484], [3.008941, 4.465557, -4.213685], [4.250903, 3.894225, -3.979225], [5.305378, 4.140928, -4.848161], [5.117404, 4.956469, -5.955211], [3.876564, 5.525229, -6.200983], [2.175004, 4.292914, -3.546374], [4.394646, 3.258025, -3.117610], [6.274085, 3.697146, -4.660988], [5.939183, 5.152287, -6.630680], [3.706539, 6.158570, -7.061324], [-10.326325, 0.850460, 0.722204], [-9.888526, 0.549625, 1.960489], [-10.789520, 0.541398, 3.005872], [-10.334568, 0.226996, 4.277872], [-8.994334, -0.065725, 4.488606], [-8.105734, -0.047872, 3.422695], [-8.552721, 0.257722, 2.145859], [-11.828720, 0.778586, 2.821230], [-11.029294, 0.210842, 5.106574], [-8.643523, -0.307031, 5.482953], [-7.059721, -0.271533, 3.584734], [-7.877530, 0.270851, 1.301092]],
  "forces_ev_per_angstrom": [[0.72, 0.02, 0.20], [-0.75, 0.32, -0.24], [0.45, -0.21, -0.11], [0.02, 0.64, -0.39], [-0.70, -1.01, 0.90], [0.34, 0.38, -1.47], [-0.02, 0.04, 1.06], [0.07, -0.04, -0.28], [-0.32, -0.05, 0.51], [0.08, -0.02, -0.08], [0.12, -0.19, -0.58], [0.08, -0.02, -0.12], [-0.56, 0.30, 0.60], [0.51, 0.16, -0.17], [0.03, -0.04, -0.34], [-0.23, 0.24, 1.02], [-0.03, -0.02, -0.06], [0.06, -0.21, -1.10], [-0.39, 0.56, 0.52], [-0.30, -0.21, -0.24], [-0.22, 0.30, 0.16], [-0.38, -0.09, 0.03], [0.42, -0.08, -0.20], [0.04, -0.31, -0.06], [0.04, -0.26, 0.43], [-0.02, 0.29, 0.11], [0.19, 0.22, -0.05], [-0.11, -0.12, -0.12], [0.00, 0.20, 0.34], [-0.28, -0.17, 0.03], [0.21, -0.14, -0.34], [0.33, 0.14, -0.20], [-0.33, 0.23, 0.43], [0.15, -0.09, -0.39], [-0.23, -0.01, 0.45], [-0.04, -0.31, 0.13], [0.29, 0.03, -0.08], [0.08, 0.09, -0.48], [0.02, -0.39, 0.40], [0.08, 0.00, 0.34], [0.31, -0.08, 0.00], [0.27, 0.23, -0.08], [-0.01, -0.33, -0.43], [0.04, 0.02, 0.02], [-0.14, -0.06, -0.11], [0.06, -0.14, 0.18], [0.02, 0.07, -0.09], [-0.05, -0.02, -0.04], [-0.03, -0.08, 0.07], [0.10, 0.16, -0.07], [0.03, 0.01, -0.01], [0.00, -0.01, 0.02], [-0.01, 0.00, 0.00], [0.00, 0.02, 0.00], [0.02, -0.01, 0.02], [-0.03, 0.01, -0.01], [0.16, -0.08, 0.04], [-0.14, -0.04, 0.11], [0.06, 0.02, -0.11], [0.04, -0.02, 0.00], [-0.02, -0.05, 0.08], [-0.01, 0.12, -0.16], [-0.01, 0.01, -0.02], [-0.02, 0.05, 0.03], [0.01, 0.00, 0.00], [0.00, 0.00, -0.02], [-0.02, 0.01, 0.02], [-0.01, 0.00, -0.02], [0.05, -0.05, 0.17], [-0.19, 0.04, -0.02], [0.10, -0.01, -0.03], [0.02, -0.02, 0.07], [-0.11, 0.00, 0.04], [0.15, 0.01, -0.14], [0.01, -0.01, -0.03], [-0.02, 0.01, 0.00], [0.00, 0.00, 0.00], [0.01, 0.00, -0.02], [-0.05, 0.05, -0.02]],
  "lowdin_charge": [-0.098, -0.244, -0.284, -0.226, 0.415, -0.299, 0.487, -0.229, -0.269, -0.067, -0.803, 0.721, -0.792, -0.219, 0.719, -0.701, 0.590, -0.320, -0.101, 0.063, 0.068, 0.074, 0.100, 0.106, 0.122, 0.106, 0.046, 0.036, 0.070, 0.063, 0.116, 0.092, 0.014, 0.058, 0.066, 0.063, 0.070, 0.050, 0.080, 0.086, 0.074, 0.039, 0.071, 0.053, -0.290, -0.044, -0.083, -0.091, -0.079, -0.015, 0.117, 0.109, 0.102, 0.105, 0.118, 0.054, -0.290, -0.014, -0.076, -0.095, -0.087, -0.022, 0.117, 0.081, 0.100, 0.103, 0.116, 0.058, -0.284, -0.019, -0.085, -0.098, -0.080, -0.012, 0.117, 0.104, 0.100, 0.105, 0.093]
}